{"formula": "H14NO5", "method": "wB97M-V/def2-TZVPD", "elements": ["H", "N", "O", "O", "H", "H", "O", "H", "O", "H", "H", "H", "O", "H", "H", "H", "H", "H", "H", "H"], "positions_angstrom": [[-2.941900, 2.435328, -1.391458], [-0.667125, -0.019561, -0.744179], [0.697964, -2.307145, -1.274780], [-0.250479, 2.638936, 1.030963], [-1.862916, 2.627686, -2.521397], [-0.440164, 0.091423, 2.439100], [2.866015, -2.097274, 0.680160], [1.608635, -2.261979, -0.947446], [-0.175239, -0.666802, 1.909302], [-1.174840, 0.875296, -0.921529], [-1.030187, -0.710999, -1.391806], [3.792238, -2.365427, 0.664498], [-2.159296, 2.057522, -1.803629], [0.590441, -3.210330, -1.589577], [-0.498264, -1.474747, 2.332301], [-0.654577, -0.241704, 0.276369], [0.306866, 0.071154, -1.025241], [0.066345, 3.521405, 1.250467], [-0.916240, 2.428384, 1.691942], [2.842732, -1.391169, 1.335938]], "atomic_forces_ev_per_a": [[0.0, 0.3, -0.3], [0.1, 1.1, -0.2], [0.0, 0.0, -0.2], [0.0, -0.4, -0.1], [-0.2, 0.1, 0.1], [0.1, -0.2, 0.4], [0.2, 0.1, 0.0], [0.0, -0.1, 0.3], [-0.1, 0.0, -0.3], [0.3, -0.2, -0.1], [-0.2, -0.5, 0.5], [-0.1, -0.1, -0.1], [0.1, -0.3, 0.1], [0.0, 0.0, 0.0], [0.0, 0.3, 0.1], [-0.1, -0.6, -0.5], [0.1, 0.2, 0.1], [0.0, 0.0, 0.0], [0.0, 0.3, 0.1], [-0.1, 0.0, 0.0]], "nbo_charge": [0.501, -0.897, -1.001, -0.958, 0.505, 0.490, -0.963, 0.508, -0.953, 0.463, 0.447, 0.487, -0.971, 0.489, 0.507, 0.464, 0.439, 0.493, 0.467, 0.484], "relative_energy_ev": 0.707, "total_charge": 1, "orbital_gap_ha": 0.43285, "multiplicity": 1}

{"formula": "C4H7NO2", "method": "wB97M-V/def2-TZVPD", "elements": ["C", "H", "C", "O", "C", "H", "N", "H", "H", "H", "H", "O", "H", "C"], "positions_angstrom": [[-0.300786, -0.350001, 0.233889], [-2.010717, -1.148423, -0.803793], [1.948464, 0.462193, -0.293136], [2.759708, -0.289578, -0.784931], [-1.288487, -1.447163, -0.040246], [-1.832006, -1.666717, 0.884416], [-0.623288, 1.020420, -0.063866], [2.214532, 1.138158, 0.540675], [0.258493, -0.461673, 1.165663], [-1.078881, 2.496585, 0.977895], [0.403047, 0.344580, -1.827068], [-0.323377, 1.892628, 1.010976], [-0.776920, -2.358804, -0.363456], [0.522846, 0.427450, -0.749313]], "atomic_forces_ev_per_a": [[-0.1, -0.2, 0.2], [0.1, 0.0, 0.0], [0.2, -0.2, -0.2], [-0.2, 0.6, 0.1], [0.0, 0.0, 0.0], [0.0, 0.0, -0.2], [0.0, -0.2, -0.1], [-0.1, -0.1, 0.0], [-0.2, 0.0, 0.0], [0.3, -0.1, 0.1], [-0.1, -0.2, 0.2], [0.1, 0.3, 0.1], [-0.1, 0.1, 0.0], [0.1, -0.1, -0.2]], "nbo_charge": [-0.063, 0.224, 0.414, -0.518, -0.619, 0.219, -0.125, 0.135, 0.204, 0.481, 0.231, -0.589, 0.224, -0.217], "smiles": "C[C@H]1[C@H](C=O)N1O", "relative_energy_ev": 3.818, "total_charge": 0, "orbital_gap_ha": 0.39232, "multiplicity": 1}

{"formula": "C4H3NOS2", "method": "wB97M-V/def2-TZVPD", "elements": ["C", "O", "N", "H", "C", "H", "C", "S", "S", "C", "H"], "positions_angstrom": [[-0.247267, -0.039911, 0.239520], [0.975503, 2.013072, 1.010311], [-0.351937, -1.493601, 2.414527], [0.626189, -1.746033, -0.725618], [0.859395, 1.040546, 0.292438], [-1.586596, 1.533394, -0.896689], [0.354371, -0.728424, -0.950651], [-1.928655, 0.627260, 0.030804], [1.795647, 0.360239, -1.054479], [-0.196748, -0.842708, 1.464086], [-0.299903, -0.723834, -1.824249]], "atomic_forces_ev_per_a": [[0.0, 0.8, 0.9], [0.0, -2.0, -1.6], [0.6, 1.0, -1.4], [0.2, -0.4, -0.1], [0.1, 2.4, 1.6], [0.1, 0.0, 0.0], [-0.1, -1.2, -1.1], [0.0, -0.1, 0.2], [0.0, 0.4, 0.1], [-1.1, -1.0, 1.3], [0.2, 0.2, 0.1]], "nbo_charge": [-0.386, -0.493, -0.253, 0.238, 0.428, 0.131, -0.511, 0.080, 0.262, 0.263, 0.242], "smiles": "N#C[C@]1(S)CSC1=O", "relative_energy_ev": 0.855, "total_charge": 0, "orbital_gap_ha": 0.37429, "multiplicity": 1}

{"formula": "C6H10", "method": "wB97M-V/def2-TZVPD", "elements": ["H", "C", "C", "H", "H", "C", "H", "H", "H", "H", "C", "C", "H", "C", "H", "H"], "positions_angstrom": [[2.089363, 1.434812, -0.372599], [-0.378173, -1.363234, 1.660786], [0.052612, -0.546805, 0.472767], [0.099015, -1.054334, -1.750348], [-1.401383, -0.571255, -1.029803], [0.288369, 2.093075, -1.479139], [-0.072771, -0.846568, 2.622033], [-0.780464, 1.907838, -1.262179], [0.747414, 1.239577, 1.645517], [0.435663, 2.451591, -2.493531], [-0.514953, -1.066734, -0.870558], [1.052090, 1.534442, -0.527079], [-0.803536, -2.068569, -0.676228], [0.665262, 0.679687, 0.679052], [0.020939, -2.451364, 1.682387], [-1.499453, -1.372160, 1.698927]], "atomic_forces_ev_per_a": [[1.9, 1.0, -1.3], [0.3, -0.5, 1.2], [1.0, 1.2, 0.4], [0.4, 0.4, -0.2], [-2.3, 1.5, -0.8], [-1.3, -1.6, 1.0], [-0.1, -0.6, -1.0], [0.4, 0.4, -0.3], [0.3, -1.2, -0.6], [0.9, 0.3, 0.4], [2.3, -0.4, 2.0], [-0.7, -0.6, 1.1], [-0.2, -1.2, 0.0], [-2.6, 0.0, -1.6], [-0.8, 1.8, -0.2], [0.5, -0.4, -0.1]], "lowdin_spin": [0.008, 0.118, 0.096, 0.026, 0.063, 0.132, 0.017, 0.033, 0.031, 0.026, 0.188, 0.064, 0.034, 0.103, 0.011, 0.050], "relative_energy_ev": 1.823, "total_charge": -1, "orbital_gap_ha": [0.11195, 0.33773], "multiplicity": 2}

- Number 2 is which compound?
  C4H7NO2

- Number 1 is which compound?
  H14NO5